Here is C4H5NO3 in the gas phase from OMol25. Energies are from ωB97M-V with the def2-TZVPD basis set.

XYZ file:
```
13
Properties=species:S:1:pos:R:3:lowdin_charge:R:1
C -2.352 0.100 0.284 -0.087
C -0.961 0.348 -0.231 -0.292
C -0.207 1.515 0.178 0.032
O 1.078 1.425 -0.315 -0.004
N 1.143 -0.074 -0.446 -0.034
O 2.042 -0.651 0.572 -0.025
C -0.222 -0.678 -0.477 -0.411
O -0.402 -1.887 -0.147 0.072
H -3.071 -0.665 -0.362 0.132
H -2.324 -0.383 1.437 0.140
H -3.010 1.082 0.325 0.093
H -0.423 2.555 0.834 0.204
H 1.533 -0.875 1.492 0.180
```

Its SMILES is Cc1con(O)c1=O. The net charge is 0. The calculation puts the lowest unoccupied orbital energy at -1.004 eV. The energy above the lowest of the compared OMol25 structures with the same formula, charge and spin comes out at 177.7 kcal per mole. As for the electronic energy: -11854.2945 eV. The gap between HOMO and LUMO is 8.60 eV.

Here is C3H7NO in the gas phase from OMol25. Energies are from ωB97M-V with the def2-TZVPD basis set.

XYZ file:
```
12
Properties=species:S:1:pos:R:3:lowdin_charge:R:1
C 0.656 -0.969 1.299 -0.147
N 0.445 0.242 0.515 -0.136
C -0.449 -0.035 -0.657 -0.186
C -0.452 1.221 -1.551 -0.263
O 0.520 1.883 -1.741 0.073
H -0.216 -1.570 1.555 0.069
H 1.364 -1.545 0.706 0.078
H 1.143 -0.680 2.234 0.078
H 0.037 1.066 0.936 0.101
H -1.462 -0.136 -0.247 0.105
H -0.109 -0.939 -1.156 0.116
H -1.479 1.463 -1.895 0.113
```

Its SMILES is CNCC=O. The net charge is 0. The calculation puts the lowest unoccupied orbital energy at 0.975 eV. The energy above the lowest of the compared OMol25 structures with the same formula, charge and spin comes out at 44.7 kcal per mole. As for the electronic energy: -6760.8103 eV. The gap between HOMO and LUMO is 9.97 eV.

Here is C4H13N3O as an isolated structure from OMol25. Energies are from ωB97M-V with the def2-TZVPD basis set.

XYZ file:
```
21
Properties=species:S:1:pos:R:3:lowdin_charge:R:1
C -1.381 -0.545 0.658 -0.641
C -1.684 0.162 1.988 -0.066
N -2.539 -1.335 0.261 0.042
O -0.962 0.363 -0.301 -0.226
H 0.247 0.868 -0.315 0.143
H -0.570 -1.281 0.856 0.096
H -2.368 -1.740 -0.654 0.063
H -3.342 -0.717 0.160 0.067
H -2.514 0.855 1.852 0.071
H -0.814 0.733 2.308 0.063
H -1.945 -0.570 2.751 0.067
C 2.032 1.824 -1.579 -0.107
N 1.593 0.867 -0.585 -0.087
C 1.450 -1.665 -0.524 -0.079
N 1.229 -0.639 -1.217 0.055
H 2.156 0.851 0.263 0.122
H 1.931 2.845 -1.203 0.088
H 1.407 1.683 -2.459 0.088
H 3.080 1.674 -1.858 0.078
H 0.735 -2.481 -0.602 0.085
H 2.259 -1.752 0.200 0.077
```

The net charge is 0. The calculation puts the lowest unoccupied orbital energy at 0.296 eV. The energy above the lowest of the compared OMol25 structures with the same formula, charge and spin comes out at 117.0 kcal per mole. As for the electronic energy: -10872.6060 eV. The gap between HOMO and LUMO is 8.45 eV.

Here is C5H6FN4S as an isolated structure from OMol25. Energies are from ωB97M-V with the def2-TZVPD basis set.

XYZ file:
```
17
Properties=species:S:1:pos:R:3:lowdin_charge:R:1
C -1.223 1.332 1.074 -0.085
C -0.622 1.862 -1.098 -0.110
C -0.072 -2.000 0.674 -0.034
C -0.584 0.168 1.078 -0.046
C 0.656 -0.070 -0.387 -0.599
N -1.151 2.187 0.015 0.091
N -0.612 -1.131 1.505 0.130
N 0.064 0.716 -1.365 -0.046
N 0.504 -1.494 -0.409 0.101
F 0.536 0.539 -2.680 0.042
S 2.316 0.432 0.240 0.849
H -1.864 1.671 1.879 0.132
H -0.759 2.519 -1.948 0.156
H -0.110 -3.063 0.848 0.175
H -1.084 -1.402 2.362 0.196
H 0.997 -2.075 -1.075 0.176
H 3.010 -0.191 -0.715 -0.128
```

The net charge is +1. The calculation puts the lowest unoccupied orbital energy (spin up / spin down) at -4.463 / -4.462 eV. The energy above the lowest of the compared OMol25 structures with the same formula, charge and spin comes out at 0.0 kcal per mole. As for the electronic energy: -24784.2661 eV. The gap between HOMO and LUMO (spin up / spin down) is 8.48 / 8.48 eV.

net charge of number 1 (C4H5NO3)?
0

Repeat the third record exactly.
Here is C4H13N3O as an isolated structure from OMol25. Energies are from ωB97M-V with the def2-TZVPD basis set.

XYZ file:
```
21
Properties=species:S:1:pos:R:3:lowdin_charge:R:1
C -1.381 -0.545 0.658 -0.641
C -1.684 0.162 1.988 -0.066
N -2.539 -1.335 0.261 0.042
O -0.962 0.363 -0.301 -0.226
H 0.247 0.868 -0.315 0.143
H -0.570 -1.281 0.856 0.096
H -2.368 -1.740 -0.654 0.063
H -3.342 -0.717 0.160 0.067
H -2.514 0.855 1.852 0.071
H -0.814 0.733 2.308 0.063
H -1.945 -0.570 2.751 0.067
C 2.032 1.824 -1.579 -0.107
N 1.593 0.867 -0.585 -0.087
C 1.450 -1.665 -0.524 -0.079
N 1.229 -0.639 -1.217 0.055
H 2.156 0.851 0.263 0.122
H 1.931 2.845 -1.203 0.088
H 1.407 1.683 -2.459 0.088
H 3.080 1.674 -1.858 0.078
H 0.735 -2.481 -0.602 0.085
H 2.259 -1.752 0.200 0.077
```

The net charge is 0. The calculation puts the lowest unoccupied orbital energy at 0.296 eV. The energy above the lowest of the compared OMol25 structures with the same formula, charge and spin comes out at 117.0 kcal per mole. As for the electronic energy: -10872.6060 eV. The gap between HOMO and LUMO is 8.45 eV.